Entry 1:
{
  "formula": "C4H7P",
  "method": "ωB97M-V/def2-TZVPD",
  "species": ["C", "C", "C", "C", "P", "H", "H", "H", "H", "H", "H", "H"],
  "positions_angstrom": [[1.659, 0.852, 0.126], [0.779, -0.354, -0.005], [0.365, -1.254, -0.842], [-0.568, -0.843, 0.265], [-2.350, 0.393, -0.373], [2.699, 0.496, 0.146], [1.424, 1.438, 0.948], [1.323, 1.459, -0.783], [0.337, -2.138, -1.424], [-0.955, -1.359, 1.115], [-1.722, 1.587, 0.101], [-2.992, -0.277, 0.726]],
  "atomic_forces_ev_per_a": [[-0.4425, -1.3374, -2.4351], [-0.0130, 1.3189, -0.3330], [-0.9806, -1.3092, 2.0042], [-1.7829, 2.1217, -2.1255], [2.2420, -2.0227, 0.2087], [-0.2018, 0.7212, -0.3612], [-0.3165, 0.8627, 1.7942], [1.2042, -0.6131, 0.9956], [0.5169, -0.0124, -1.0081], [0.3133, -0.5589, 0.4822], [-0.6012, -0.2771, 0.6842], [0.0620, 1.1064, 0.0938]],
  "mulliken_charge": [-1.008, 0.385, -0.411, -0.565, -0.081, 0.314, 0.334, 0.240, 0.368, 0.381, 0.008, 0.033],
  "spin_multiplicity": 1,
  "e_lumo_ev": 0.819,
  "gap_ha": 0.3237,
  "de_lowest_ev": 3.704,
  "e_homo_ev": -7.99
}

Entry 2:
{
  "formula": "C20H50MnNO2P2Si4Te",
  "method": "ωB97M-V/def2-TZVPD",
  "species": ["Mn", "P", "C", "C", "N", "C", "C", "C", "C", "C", "P", "H", "H", "H", "H", "H", "H", "H", "H", "O", "H", "H", "O", "H", "C", "H", "H", "H", "C", "H", "H", "H", "C", "H", "H", "H", "C", "H", "H", "H", "C", "Si", "C", "C", "Si", "Te", "Si", "C", "C", "C", "Si", "C", "C", "C", "H", "H", "H", "H", "H", "H", "H", "H", "H", "H", "H", "H", "H", "H", "H", "H", "H", "H", "H", "H", "H", "H", "H", "H", "H", "H", "H"],
  "positions_angstrom": [[-1.733, -0.021, -1.359], [-2.638, -1.476, 0.121], [-4.296, -1.574, -0.690], [-4.680, -0.295, -1.386], [-3.663, 0.496, -1.806], [-3.923, 1.681, -2.410], [-5.232, 2.097, -2.630], [-6.286, 1.273, -2.251], [-6.007, 0.064, -1.614], [-2.758, 2.539, -2.781], [-1.185, 1.565, -2.955], [-6.804, -0.586, -1.240], [-5.416, 3.043, -3.138], [-7.319, 1.563, -2.437], [-2.933, 3.058, -3.731], [-2.545, 3.312, -2.021], [-4.236, -2.426, -1.403], [-5.021, -1.833, 0.096], [-1.423, -3.305, -5.069], [-2.292, -3.710, -4.870], [-2.636, -3.896, -5.764], [1.571, -0.831, -5.181], [1.403, -1.379, -5.975], [2.256, -1.332, -6.443], [-1.185, 1.139, -4.723], [-1.272, 2.049, -5.332], [-0.244, 0.624, -4.959], [-2.030, 0.471, -4.937], [0.133, 2.816, -2.800], [1.096, 2.324, -3.004], [-0.026, 3.619, -3.536], [0.139, 3.241, -1.786], [-2.994, -0.824, 1.789], [-3.753, -1.469, 2.258], [-2.067, -0.837, 2.388], [-3.374, 0.206, 1.712], [-2.204, -3.208, 0.423], [-1.262, -3.254, 0.982], [-3.003, -3.690, 1.003], [-2.096, -3.711, -0.547], [3.540, 1.170, -1.113], [3.282, 1.598, 0.725], [4.924, 1.523, 1.682], [2.414, 3.277, 0.922], [1.818, -0.022, 1.697], [0.492, -0.218, -0.401], [2.908, -2.130, 1.824], [4.152, -2.001, 3.255], [1.580, -3.450, 2.154], [3.767, -2.460, 0.158], [1.015, 0.681, 3.795], [2.519, 1.370, 4.733], [-0.292, 2.015, 3.468], [0.279, -0.831, 4.679], [4.190, 1.940, -1.557], [2.600, 1.155, -1.689], [4.021, 0.190, -1.248], [5.586, 2.297, 1.261], [4.805, 1.728, 2.756], [5.435, 0.554, 1.573], [1.434, 3.306, 0.419], [2.260, 3.551, 1.978], [3.050, 4.051, 0.464], [3.667, -1.792, 4.221], [4.679, -2.964, 3.354], [4.914, -1.224, 3.088], [0.875, -3.541, 1.315], [2.058, -4.435, 2.283], [0.998, -3.246, 3.065], [3.049, -2.457, -0.675], [4.555, -1.728, -0.074], [4.242, -3.454, 0.183], [2.968, 2.247, 4.240], [2.190, 1.692, 5.734], [3.313, 0.621, 4.872], [-1.139, 1.627, 2.884], [-0.691, 2.387, 4.425], [0.119, 2.877, 2.921], [-0.545, -1.288, 4.112], [1.028, -1.615, 4.867], [-0.125, -0.521, 5.656]],
  "atomic_forces_ev_per_a": [[0.5983, -0.0398, 0.1581], [-1.0704, -0.7535, 1.1443], [-0.1426, -0.5090, 0.1754], [-0.3330, 0.0165, -0.1520], [-0.4035, 0.1580, 0.0959], [-0.5142, -0.0355, 0.1591], [0.0545, -0.0902, -0.3101], [0.1164, -0.2385, 0.1517], [0.1252, -0.0773, 0.3540], [0.7311, 0.4002, -0.2377], [-0.2030, 1.3957, -1.1967], [0.2949, 0.2665, -0.2955], [0.0564, -0.2257, 0.2069], [0.2645, -0.0142, 0.0462], [-0.1105, 0.0198, 0.2636], [-0.3166, -0.2474, -0.1506], [-0.1802, 0.4692, 0.2554], [-0.0355, -0.0344, -0.4026], [-0.5564, -0.4024, 0.2050], [0.5502, 0.5014, -0.7791], [0.0613, -0.0197, 0.6138], [-0.0589, -0.5366, -0.5734], [0.5581, 0.6817, 0.5793], [-0.4886, -0.1606, 0.0693], [0.0921, -0.2763, 0.0254], [0.0601, -0.2188, 0.1513], [-0.3502, 0.0957, -0.1227], [0.2600, 0.1174, -0.0414], [-0.0379, -0.1002, 0.0849], [-0.2367, 0.2205, 0.1352], [0.0323, -0.2654, 0.2018], [0.0835, -0.1852, -0.3042], [0.1011, 0.2076, -0.1221], [0.2681, 0.2309, -0.1073], [-0.3797, 0.0691, -0.2232], [0.1385, -0.3216, 0.1553], [0.1600, -0.0022, -0.3152], [-0.2100, -0.0260, -0.1737], [0.1731, 0.1530, -0.1529], [0.0841, -0.0259, 0.3062], [0.1068, 0.2649, 0.0312], [-0.1406, -0.1441, 0.1633], [-0.1338, 0.1215, -0.2345], [0.3019, 0.0171, -0.1401], [1.0213, -0.1676, 0.6832], [0.0916, -0.2768, -0.4075], [0.0144, 0.0333, -0.1269], [-0.0915, -0.1533, -0.1062], [0.1802, -0.1074, 0.0504], [0.0033, -0.1423, 0.2280], [-0.2219, 0.1042, -0.0049], [-0.1643, -0.0502, -0.0610], [-0.0154, -0.0015, 0.2992], [0.0009, 0.2306, 0.1316], [-0.0854, -0.2311, 0.0495], [0.3976, 0.0991, 0.2761], [-0.0945, 0.3014, 0.0903], [-0.0938, -0.1992, 0.1663], [-0.0258, -0.0486, -0.3460], [-0.2168, 0.2874, -0.0360], [0.2625, -0.0920, 0.1216], [0.1088, -0.1356, -0.3255], [-0.2267, -0.1055, 0.1483], [0.0739, -0.0796, -0.3009], [-0.1226, 0.2607, -0.0064], [-0.2561, -0.2114, -0.0198], [0.2649, 0.0750, 0.1094], [-0.1500, 0.2595, -0.0412], [0.2066, 0.0038, -0.2070], [0.1320, -0.0095, 0.2220], [-0.2245, -0.1803, 0.1776], [-0.1318, 0.2737, -0.0308], [-0.2130, -0.2526, 0.0853], [0.0789, -0.0957, -0.2470], [-0.2694, 0.1624, -0.0688], [0.2140, 0.0168, 0.1352], [0.0663, -0.0557, -0.2712], [-0.0308, -0.2710, 0.1587], [0.2101, 0.1329, 0.1051], [-0.1604, 0.2820, -0.0863], [0.0976, -0.1120, -0.2416]],
  "mulliken_charge": [-1.135, 1.080, -1.093, 0.523, -0.003, 0.612, -0.835, -0.455, -0.820, -1.222, 1.050, 0.474, 0.497, 0.448, 0.558, 0.396, 0.440, 0.555, 0.317, -0.622, 0.316, 0.283, -0.595, 0.331, -1.205, 0.427, 0.255, 0.403, -0.959, 0.313, 0.472, 0.211, -0.767, 0.490, -0.159, 0.354, -0.855, 0.046, 0.442, 0.423, -0.501, 0.077, -0.921, -0.837, 0.226, 0.202, 0.178, -0.915, -0.847, -1.045, 0.794, -1.066, -0.856, -1.007, 0.420, -0.232, 0.200, 0.411, 0.285, 0.258, 0.116, 0.293, 0.404, 0.258, 0.416, 0.269, 0.067, 0.437, 0.301, 0.321, 0.234, 0.404, 0.259, 0.418, 0.297, 0.104, 0.402, 0.265, 0.187, 0.296, 0.435],
  "spin_multiplicity": 5,
  "e_lumo_ev": [-7.077, -6.549],
  "gap_ha": [0.2064, 0.2324],
  "total_charge": 2,
  "e_homo_ev": [-12.69, -12.87]
}

Entry 3:
{
  "formula": "C4H9NO",
  "method": "ωB97M-V/def2-TZVPD",
  "species": ["C", "C", "C", "N", "C", "O", "H", "H", "H", "H", "H", "H", "H", "H", "H"],
  "positions_angstrom": [[-0.938, -0.108, 0.948], [-0.086, -0.429, -0.292], [-0.838, -0.477, -1.619], [0.930, 0.623, -0.315], [1.873, 0.625, 0.678], [2.260, -0.381, 1.238], [-1.557, 0.776, 0.755], [-0.250, 0.138, 1.763], [-1.571, -0.925, 1.306], [0.420, -1.389, -0.146], [-0.134, -0.631, -2.446], [-1.395, 0.449, -1.815], [-1.551, -1.308, -1.636], [1.005, 1.261, -1.090], [2.174, 1.627, 1.035]],
  "atomic_forces_ev_per_a": [[-0.0789, -0.0539, 0.0210], [-0.0402, -0.1346, -0.0088], [0.0126, 0.0225, 0.0149], [0.2505, -0.1682, 0.0078], [0.1937, -0.1421, 0.0662], [-0.3305, 0.3636, 0.1385], [0.0347, -0.1542, 0.0121], [-0.2615, -0.1166, -0.0420], [0.0211, -0.0009, -0.2979], [-0.0614, 0.1120, 0.0063], [-0.1141, 0.0084, 0.1401], [0.0948, -0.1043, 0.1143], [0.1141, 0.1683, 0.0840], [-0.2261, 0.2414, 0.2361], [0.3912, -0.0413, -0.4927]],
  "mulliken_charge": [-1.251, 0.578, -1.475, -0.240, -0.088, -0.503, 0.283, 0.375, 0.326, 0.248, 0.382, 0.365, 0.367, 0.265, 0.368],
  "spin_multiplicity": 1,
  "e_lumo_ev": 0.986,
  "gap_ha": 0.3893,
  "de_lowest_ev": 0.833,
  "e_homo_ev": -9.61
}

Entry 4:
{
  "formula": "C3H2N2O2",
  "method": "ωB97M-V/def2-TZVPD",
  "species": ["O", "C", "N", "C", "C", "N", "O", "H", "H"],
  "positions_angstrom": [[-2.062, -1.529, -0.808], [-1.095, -0.842, -0.649], [0.252, -1.218, -0.397], [1.042, -0.331, 0.087], [0.623, 1.012, 0.479], [-0.577, 1.367, 0.073], [-1.248, 0.423, -0.564], [1.987, -0.596, 0.607], [1.078, 1.713, 1.171]],
  "atomic_forces_ev_per_a": [[0.9674, -0.4023, -0.3875], [1.5652, -2.9948, 1.0751], [0.2971, -0.8449, -0.4113], [0.1663, 0.2570, 2.5595], [-2.7920, -0.2224, -1.2164], [2.8254, 0.6868, 1.6058], [-3.3159, 4.1921, -1.4683], [-0.1429, -0.4761, -1.3066], [0.4295, -0.1954, -0.4504]],
  "mulliken_charge": [-0.499, 0.634, -0.441, 0.034, -0.069, -0.228, -0.133, 0.320, 0.381],
  "spin_multiplicity": 1,
  "e_lumo_ev": -1.107,
  "gap_ha": 0.3423,
  "de_lowest_ev": 2.846,
  "e_homo_ev": -10.42
}

Entry 5:
{
  "formula": "C5H14N4",
  "method": "ωB97M-V/def2-TZVPD",
  "species": ["C", "C", "C", "C", "N", "C", "N", "N", "N", "H", "H", "H", "H", "H", "H", "H", "H", "H", "H", "H", "H", "H", "H"],
  "positions_angstrom": [[-1.875, -1.290, 1.041], [-1.142, -0.895, -0.018], [-1.811, -0.563, -1.324], [0.383, -1.065, -0.033], [1.106, 0.147, -0.428], [2.548, -0.028, -0.239], [0.690, 1.328, 0.334], [0.253, 1.281, 1.639], [-0.055, 2.237, -0.391], [-1.413, -1.613, 1.970], [-2.959, -1.335, 0.998], [-1.245, -0.941, -2.180], [-1.929, 0.516, -1.440], [-2.810, -1.006, -1.388], [0.594, -1.839, -0.783], [0.727, -1.446, 0.939], [2.823, -0.197, 0.811], [2.911, -0.883, -0.822], [3.093, 0.854, -0.595], [-0.762, 1.351, 1.633], [0.514, 0.405, 2.077], [0.472, 3.105, -0.462], [-0.114, 1.876, -1.340]],
  "atomic_forces_ev_per_a": [[0.6838, 0.2544, -0.6878], [-0.2492, -1.2220, 0.5192], [-0.1586, 0.1532, -0.1498], [-0.8194, 0.2683, -0.0945], [-0.9004, 0.6375, 0.9569], [0.2299, 0.1356, -0.2081], [3.3176, -0.5854, -1.5632], [-0.8621, -0.1668, 1.4798], [-0.9172, 0.5521, -0.9994], [0.0147, 0.1002, -0.0710], [0.1188, 0.0950, -0.0376], [0.0920, 0.1096, 0.1151], [0.0729, -0.0012, -0.0784], [0.1452, 0.1012, 0.1633], [0.1472, 0.1186, 0.1626], [-0.0511, -0.0285, 0.0582], [-0.0902, -0.0015, 0.0054], [-0.2660, 0.0431, 0.0455], [-0.3171, -0.1415, 0.1228], [-0.2193, -0.3625, 0.0604], [0.1151, 0.0100, -0.0135], [0.0410, -0.0649, 0.0349], [-0.1276, -0.0045, 0.1791]],
  "mulliken_charge": [-1.112, 1.219, -1.496, -1.086, -0.142, -0.863, 0.405, -0.656, -0.755, 0.273, 0.305, 0.320, 0.261, 0.466, 0.417, 0.417, 0.330, 0.348, 0.264, 0.314, 0.286, 0.232, 0.254],
  "spin_multiplicity": 1,
  "e_lumo_ev": 0.933,
  "gap_ha": 0.2931,
  "de_lowest_ev": 3.881,
  "e_homo_ev": -7.04
}

Entry 6:
{
  "formula": "C3H6N2O2",
  "method": "ωB97M-V/def2-TZVPD",
  "species": ["N", "C", "N", "C", "O", "C", "O", "H", "H", "H", "H", "H", "H"],
  "positions_angstrom": [[1.527, -0.452, -0.933], [0.507, -0.438, 0.059], [-0.888, -0.343, -0.487], [-1.544, 0.860, -0.331], [-1.082, 1.842, 0.211], [0.562, 0.200, 1.372], [0.882, -1.193, 1.187], [1.989, -1.357, -1.000], [1.119, -0.202, -1.821], [-1.403, -1.021, -1.047], [-2.578, 0.880, -0.732], [1.317, 0.924, 1.671], [-0.406, 0.301, 1.851]],
  "atomic_forces_ev_per_a": [[-0.2571, 0.1464, -0.0968], [-0.6690, 0.3223, -0.2708], [0.2470, 0.0291, 0.4383], [0.1504, 0.2056, 0.1979], [-0.3133, -0.1254, -0.3473], [0.0199, 0.0914, 0.1207], [-0.6624, -0.3525, -0.2455], [-0.2078, 0.2626, 0.1723], [0.2388, 0.0373, -0.1819], [0.7358, -0.0899, 0.3480], [0.2568, -0.2917, -0.0858], [0.2035, -0.4723, -0.1750], [0.2575, 0.2372, 0.1260]],
  "mulliken_charge": [-0.572, 0.870, -0.190, -0.038, -0.519, -0.709, -0.484, 0.226, 0.259, 0.227, 0.361, 0.304, 0.267],
  "spin_multiplicity": 1,
  "e_lumo_ev": 0.728,
  "gap_ha": 0.3772,
  "de_lowest_ev": 2.784,
  "e_homo_ev": -9.53
}